Record 1
{"formula": "CH4NO3P", "method": "wB97M-V/def2-TZVPD", "symbols": ["C", "N", "O", "O", "O", "P", "H", "H", "H", "H"], "xyz": [[0.83, -1.06, -1.22], [-0.36, -0.71, -0.54], [0.34, 1.52, 0.91], [-1.73, 0.55, 1.31], [1.55, -0.27, -1.77], [-0.90, 0.96, 0.00], [1.16, -2.09, -1.18], [0.97, 2.13, 0.55], [-1.05, 0.45, 2.03], [-0.82, -1.46, -0.10]], "mulliken_charge": [0.0737, -0.2199, -0.5009, -0.4514, -0.5145, 0.2783, 0.3561, 0.3287, 0.3655, 0.2843], "total_energy_ha": -662.38952, "e_homo_ev": -9.6, "charge": 0, "homo_lumo_gap_ev": 10.26, "e_lumo_ev": 0.7079}

Record 2
{"formula": "H2N2O4P", "method": "wB97M-V/def2-TZVPD", "symbols": ["N", "N", "O", "O", "O", "O", "P", "H", "H"], "xyz": [[-0.98, 0.42, -0.10], [1.38, -0.60, 0.04], [0.93, 1.75, 1.19], [1.35, -0.99, 1.20], [1.48, -1.34, -0.91], [-2.00, -0.55, -0.76], [0.95, 1.23, -0.16], [-1.80, -1.33, -0.29], [-1.30, 1.40, -0.20]], "mulliken_charge": [-0.3571, 0.7833, -0.4305, -0.5504, -0.6069, -0.4920, 0.1693, 0.3074, 0.1771], "total_energy_ha": -752.92888, "e_homo_ev": -3.9, "charge": -1, "homo_lumo_gap_ev": 8.20, "e_lumo_ev": 4.2633}

Record 3
{"formula": "C27H63BeN9O9", "method": "wB97M-V/def2-TZVPD", "symbols": ["Be", "C", "O", "N", "C", "C", "H", "H", "H", "H", "H", "H", "H", "C", "O", "N", "C", "C", "H", "H", "H", "H", "H", "H", "H", "C", "O", "N", "C", "C", "H", "H", "H", "H", "H", "H", "H", "C", "O", "N", "C", "C", "H", "H", "H", "H", "H", "H", "H", "C", "O", "N", "C", "C", "H", "H", "H", "H", "H", "H", "H", "C", "O", "N", "C", "C", "H", "H", "H", "H", "H", "H", "H", "C", "O", "N", "C", "C", "H", "H", "H", "H", "H", "H", "H", "C", "O", "N", "C", "C", "H", "H", "H", "H", "H", "H", "H", "C", "O", "N", "C", "C", "H", "H", "H", "H", "H", "H", "H"], "xyz": [[-0.20, -0.16, 0.34], [1.07, -3.56, 0.26], [0.43, -2.53, 0.20], [0.53, -4.74, 0.49], [-0.85, -4.88, 0.76], [1.52, -5.81, 0.71], [2.16, -3.65, 0.08], [-1.45, -3.99, 0.93], [-0.99, -5.56, 1.60], [-1.28, -5.46, -0.06], [2.19, -5.81, 1.57], [0.94, -6.72, 0.86], [2.24, -6.05, -0.07], [1.02, -1.80, 3.14], [0.18, -0.95, 2.62], [0.62, -2.99, 3.77], [-0.73, -3.27, 4.06], [1.58, -3.92, 4.25], [2.12, -1.70, 3.15], [-0.83, -3.36, 5.14], [-0.93, -4.26, 3.66], [-1.46, -2.62, 3.58], [1.62, -3.79, 5.34], [1.31, -4.91, 3.89], [2.49, -3.65, 3.73], [-2.34, -1.81, -2.24], [-1.70, -1.59, -1.17], [-1.96, -2.78, -3.17], [-2.54, -2.91, -4.49], [-1.33, -3.98, -2.55], [-3.19, -1.28, -2.70], [-2.59, -2.07, -5.18], [-3.54, -3.32, -4.40], [-1.93, -3.59, -5.09], [-2.14, -4.71, -2.48], [-0.50, -4.25, -3.21], [-0.88, -3.88, -1.56], [3.49, -0.14, 0.81], [2.32, -0.57, 0.61], [3.84, 0.75, 1.75], [5.21, 0.84, 2.15], [3.03, 1.27, 2.67], [4.36, -0.55, 0.28], [5.35, 0.08, 2.92], [5.48, 1.73, 2.71], [5.94, 0.80, 1.34], [3.20, 2.28, 3.04], [1.97, 1.23, 2.40], [3.17, 0.69, 3.59], [-0.59, 3.38, 2.17], [-0.48, 2.14, 2.00], [-1.12, 3.88, 3.34], [-1.23, 5.31, 3.41], [-1.54, 3.08, 4.49], [-0.29, 4.16, 1.45], [-2.16, 5.61, 3.89], [-1.02, 5.88, 2.50], [-0.56, 5.78, 4.13], [-0.87, 3.23, 5.34], [-2.60, 3.28, 4.65], [-1.45, 1.99, 4.43], [-2.44, 2.03, -1.77], [-1.87, 1.44, -0.82], [-2.30, 2.14, -3.07], [-3.10, 3.02, -3.83], [-1.29, 1.36, -3.77], [-3.33, 2.57, -1.39], [-2.57, 3.92, -4.11], [-3.86, 3.40, -3.15], [-3.68, 2.50, -4.60], [-0.47, 1.88, -4.27], [-0.77, 0.76, -3.02], [-1.83, 0.69, -4.43], [1.08, 3.20, -1.23], [0.84, 2.22, -0.56], [2.35, 3.75, -1.30], [2.53, 4.86, -2.15], [3.48, 3.17, -0.68], [0.30, 3.86, -1.64], [3.24, 4.52, -2.90], [3.04, 5.50, -1.43], [1.62, 5.40, -2.41], [4.14, 3.89, -0.18], [3.15, 2.35, -0.05], [4.03, 2.66, -1.47], [-3.64, -0.56, 1.27], [-2.44, -0.68, 1.45], [-4.35, 0.58, 1.57], [-5.66, 0.90, 1.00], [-3.73, 1.66, 2.23], [-4.18, -1.34, 0.71], [-6.26, 0.02, 0.77], [-5.42, 1.43, 0.08], [-6.29, 1.64, 1.49], [-2.99, 2.18, 1.62], [-4.40, 2.35, 2.75], [-3.04, 1.29, 2.99], [1.23, -0.98, -2.93], [0.73, -0.43, -2.00], [2.21, -0.42, -3.65], [2.83, 0.91, -3.45], [2.66, -1.22, -4.80], [0.79, -1.94, -3.25], [3.85, 0.91, -3.06], [2.23, 1.54, -2.79], [2.94, 1.55, -4.33], [2.50, -2.29, -4.69], [2.25, -0.83, -5.73], [3.75, -1.20, -4.83]], "mulliken_charge": [1.3275, -0.6196, 0.2931, 0.4098, -1.1800, -1.1091, 0.4137, 0.1825, 0.4700, 0.5056, 0.3541, 0.4091, 0.3769, -0.2232, -0.2314, 0.3938, -0.8197, -0.9837, 0.1720, 0.3480, 0.2630, 0.1313, 0.3461, 0.3105, 0.3021, -0.4914, -0.1641, 0.3961, -1.0696, -0.8222, 0.4451, 0.3071, 0.3950, 0.3697, 0.5932, 0.3578, -0.3193, -0.3556, -0.3736, 0.5690, -1.1260, -1.1692, 0.3928, 0.4250, 0.3264, 0.3069, 0.3752, 0.2113, 0.4998, 0.0401, -0.3896, 0.3226, -1.0030, -0.9776, 0.0023, 0.3187, 0.3100, 0.3863, 0.3956, 0.3738, 0.1660, -0.3647, 0.0021, 0.3039, -0.9659, -0.3540, 0.1905, 0.3219, 0.3308, 0.3187, 0.3457, -0.4846, 0.4274, -0.6699, 0.3692, 0.2793, -1.0749, -0.9688, 0.2341, 0.3029, 0.3766, 0.3591, 0.4398, 0.1355, 0.2832, -0.3539, -0.3049, 0.2674, -0.8547, -0.7635, 0.3536, 0.3095, 0.2949, 0.3229, 0.1514, 0.3636, 0.1548, -0.2952, -0.0969, 0.3831, -0.6723, -1.1575, 0.0954, 0.4158, -0.1728, 0.4661, 0.3677, 0.3398, 0.3808], "total_energy_ha": -2250.65331, "e_homo_ev": -13.2, "charge": 2, "homo_lumo_gap_ev": 8.10, "e_lumo_ev": -5.1107}